Computed, not measured: a molecular structure, C12H10ClCuF6N3O4S2 at a distorted geometry, with wB97M-V/def2-TZVPD.

Geometry as XYZ:
```
39
Properties=species:S:1:pos:R:3:forces:R:3
Cu -0.269 -0.863 1.025 0.06 -0.68 0.19
Cl 0.168 -3.515 1.094 -0.20 1.38 -0.21
S -2.251 1.712 2.082 -0.43 -0.11 -2.06
S -0.297 1.322 3.701 2.28 -0.08 0.74
F 2.083 0.569 2.856 0.16 0.10 0.23
F 0.943 -1.054 3.668 0.01 -0.06 0.51
F -4.734 1.021 2.644 -0.29 0.00 -0.53
F -3.267 -0.284 3.467 0.10 -0.38 -0.14
F 1.786 0.477 5.004 0.07 -0.32 0.07
F -3.691 -0.389 1.332 -0.23 -0.19 -0.09
O -2.568 2.753 3.008 0.46 -0.53 0.86
O 0.255 2.642 3.552 -0.03 -0.07 0.05
O -2.303 2.135 0.710 -0.24 -0.77 -0.32
O -1.021 1.036 4.905 -0.38 -0.32 -0.41
N 2.217 -0.339 0.014 -0.28 0.15 -0.04
N -1.570 -0.511 -1.415 0.71 -0.47 0.80
N -0.886 0.795 2.275 -1.37 1.03 1.10
C -2.149 0.659 -3.422 0.66 0.17 -0.47
C 1.224 0.237 3.824 -0.55 0.43 -0.97
C -2.278 0.403 -2.065 0.13 0.61 0.57
C -0.670 -1.242 -2.072 -0.17 0.02 -0.66
C 2.661 -1.534 -0.372 0.96 -0.67 0.90
C 2.444 0.684 -0.800 -1.01 0.07 -1.09
C 3.010 0.536 -2.061 1.11 0.28 0.55
C -0.456 -1.033 -3.420 -0.30 -0.10 -0.85
C -3.580 0.410 2.378 0.69 0.82 0.60
C 3.601 -0.678 -2.360 0.32 -0.75 -0.21
C -1.174 -0.053 -4.101 -0.14 -1.11 0.22
C 3.417 -1.766 -1.516 -0.56 0.93 -0.14
H -2.871 1.013 -1.392 -0.36 -0.02 -0.33
H 0.120 -1.701 -4.050 0.50 0.02 0.47
H -0.127 -2.033 -1.561 -0.19 0.08 0.35
H -2.694 1.419 -3.963 -0.30 0.05 0.34
H 2.059 1.670 -0.557 -0.03 -0.14 0.49
H 4.287 -0.822 -3.188 -0.34 0.28 -0.32
H 3.193 1.414 -2.665 -0.14 -0.04 -0.11
H 3.826 -2.733 -1.767 0.03 -0.08 0.23
H 2.583 -2.308 0.384 -0.53 -0.15 -0.27
H -1.019 -0.048 -5.173 -0.19 0.60 -0.03
```
Forces are in eV/Å.

Properties
net charge = -1
molecular weight = 537.35 g/mol
relative energy (zero: lowest compared OMol25 entry of this formula, charge and spin) = 0.00 kcal/mol
E_tot = -120405.657 eV

Löwdin atomic charge list, values in e, 6 entries: Cu 0.1900; Cl -0.3460; S 0.6007; S 0.5878; F 0.1123; F 0.1178